Entry 1:
Formula: C3H6O2
Source: the Open Molecules 2025 dataset
Level of theory: the ωB97M-V functional and the def2-TZVPD basis

HOMO level = -9.8 eV
LUMO energy = 0.038 Ha
electronic energy = -7302.28340 eV
ΔE to the lowest compared entry with this formula, charge and spin = 1.395 eV
gap between HOMO and LUMO = 10.86 eV
SMILES = C1COCO1

Structure (ORCA input):
```
! wB97M-V def2-TZVPD RIJCOSX def2/J DEFGRID3
* xyz 0 1
C 0.49 0.94 0.19
C 0.98 -0.47 -0.06
O -0.16 -1.11 -0.60
C -1.30 -0.42 -0.12
O -0.86 0.73 0.57
H 0.55 1.56 -0.71
H 0.99 1.45 1.02
H 1.79 -0.53 -0.79
H 1.31 -0.96 0.88
H -1.93 -0.16 -0.98
H -1.87 -1.03 0.59
*
```



Entry 2:
Formula: C6H4N2
Source: the Open Molecules 2025 dataset
Level of theory: the ωB97M-V functional and the def2-TZVPD basis

HOMO level = -10.0 eV
LUMO energy = -0.037 Ha
electronic energy = -9264.58201 eV
ΔE to the lowest compared entry with this formula, charge and spin = 1.431 eV
gap between HOMO and LUMO = 8.98 eV
SMILES = C=C(C#N)/C=C\C#N

Structure (ORCA input):
```
! wB97M-V def2-TZVPD RIJCOSX def2/J DEFGRID3
* xyz 0 1
C 1.76 0.99 0.53
C 0.66 0.47 -0.03
C -0.33 1.30 -0.65
N -1.00 2.10 -1.14
C 0.36 -0.95 -0.11
C -0.92 -1.36 -0.28
C -2.05 -0.71 0.26
N -3.00 -0.21 0.67
H 2.53 0.35 0.93
H 1.90 2.06 0.61
H 1.19 -1.64 -0.21
H -1.11 -2.39 -0.58
*
```



Entry 3:
Formula: C50H115N13O10
Source: the Open Molecules 2025 dataset
Level of theory: the ωB97M-V functional and the def2-TZVPD basis

HOMO level = -8.5 eV
LUMO energy = 0.012 Ha
electronic energy = -93558.98888 eV
ΔE to the lowest compared entry with this formula, charge and spin = 0.000 eV
gap between HOMO and LUMO = 8.83 eV
SMILES = CC1(C)CCCC(C)(C)N1O.CC1(C)CCCC(C)(C)N1O.CC1(C)CCCC(C)(C)N1O.CC1(C)CCCC(C)(C)N1O.CC1(C)CCCC(C)(C)N1O.NC(N)=O.NC(N)=O.NC(N)=O.NC(N)=O.CO

Structure (ORCA input):
```
! wB97M-V def2-TZVPD RIJCOSX def2/J DEFGRID3
* xyz 0 1
C -1.31 2.02 1.86
C -1.43 3.20 2.82
C -2.68 3.08 3.74
C -0.12 3.27 3.68
C 0.02 4.72 4.29
C 0.06 5.71 3.17
C -1.21 5.69 2.34
C -2.48 6.27 3.08
C -1.01 6.64 1.15
N -1.46 4.32 1.88
O -2.76 4.24 1.31
H -1.17 1.13 2.42
H -2.20 1.89 1.29
H -0.38 2.11 1.29
H -3.57 2.82 3.12
H -2.31 2.29 4.43
H -2.84 4.00 4.31
H -0.06 2.54 4.54
H 0.71 3.02 3.06
H -0.85 4.81 4.93
H 0.95 4.75 4.91
H 0.89 5.45 2.54
H 0.38 6.68 3.56
H -2.29 7.33 3.30
H -2.81 5.83 3.99
H -3.28 6.17 2.35
H -1.83 6.47 0.40
H -0.01 6.47 0.68
H -1.13 7.71 1.50
H -2.63 3.91 0.45
C -5.36 -1.66 -1.20
C -6.03 -0.30 -1.47
C -7.52 -0.43 -1.73
C -5.95 0.70 -0.28
C -4.62 1.38 -0.09
C -4.18 2.13 -1.31
C -4.19 1.28 -2.52
C -4.16 2.17 -3.80
C -2.96 0.39 -2.54
N -5.47 0.49 -2.65
O -5.50 -0.33 -3.81
H -4.42 -1.56 -0.60
H -6.07 -2.23 -0.63
H -5.22 -2.23 -2.12
H -8.04 -0.57 -0.74
H -7.96 0.39 -2.28
H -7.65 -1.35 -2.30
H -6.67 1.45 -0.46
H -6.33 0.26 0.63
H -4.58 2.05 0.79
H -3.88 0.62 0.13
H -3.16 2.54 -1.26
H -4.93 2.97 -1.45
H -3.19 2.71 -3.86
H -4.96 2.89 -3.78
H -4.22 1.51 -4.63
H -3.05 -0.32 -3.36
H -2.73 -0.11 -1.63
H -2.14 1.03 -2.81
H -4.75 -0.96 -3.76
C 3.31 -4.97 0.16
C 3.70 -4.40 1.51
C 2.49 -4.40 2.49
C 4.85 -5.33 2.10
C 5.33 -4.70 3.41
C 6.05 -3.40 3.03
C 5.10 -2.34 2.42
C 4.42 -1.61 3.51
C 6.11 -1.36 1.60
N 4.31 -3.05 1.32
O 3.28 -2.19 0.79
H 3.11 -6.10 0.23
H 2.41 -4.45 -0.23
H 4.15 -4.79 -0.52
H 2.05 -5.38 2.38
H 2.79 -4.20 3.52
H 1.65 -3.84 2.22
H 4.40 -6.26 2.27
H 5.67 -5.31 1.33
H 4.50 -4.66 4.15
H 6.02 -5.35 3.89
H 6.79 -3.68 2.34
H 6.54 -2.79 3.86
H 3.78 -0.84 3.03
H 5.24 -1.13 4.09
H 3.85 -2.21 4.20
H 6.66 -1.96 0.83
H 6.86 -0.88 2.24
H 5.49 -0.54 1.18
H 2.59 -2.07 1.50
C -1.35 -2.34 -6.49
C 0.16 -2.07 -6.93
C 0.30 -2.44 -8.41
C 0.48 -0.60 -6.81
C 0.61 0.06 -5.37
C 1.57 -0.84 -4.55
C 1.25 -2.36 -4.67
C 2.39 -3.12 -4.03
C -0.02 -2.69 -3.78
N 1.17 -2.79 -6.07
O 0.86 -4.19 -6.10
H -1.89 -2.27 -7.41
H -1.54 -3.35 -6.08
H -1.63 -1.51 -5.85
H 0.06 -3.52 -8.51
H -0.35 -1.92 -9.07
H 1.30 -2.27 -8.78
H 1.41 -0.43 -7.32
H -0.34 -0.02 -7.33
H 0.90 1.12 -5.35
H -0.35 0.02 -4.78
H 1.77 -0.58 -3.52
H 2.58 -0.80 -5.10
H 2.63 -2.84 -3.05
H 3.33 -3.20 -4.59
H 2.01 -4.11 -3.90
H -0.90 -2.02 -3.92
H 0.25 -2.45 -2.75
H -0.48 -3.71 -3.78
H 1.64 -4.47 -6.60
C 2.88 2.08 0.84
C 2.89 2.77 -0.49
C 3.82 3.94 -0.45
C 3.21 1.72 -1.53
C 3.06 2.19 -2.96
C 1.57 2.61 -3.16
C 1.08 3.61 -2.06
C 1.56 5.01 -2.40
C -0.52 3.74 -2.10
N 1.45 3.06 -0.75
O 1.08 4.10 0.19
H 1.99 1.40 0.86
H 3.78 1.44 0.97
H 2.64 2.73 1.64
H 4.01 4.45 -1.36
H 3.52 4.74 0.27
H 4.77 3.71 -0.02
H 4.30 1.40 -1.30
H 2.64 0.77 -1.29
H 3.74 3.03 -3.09
H 3.30 1.38 -3.58
H 0.86 1.74 -3.11
H 1.42 3.08 -4.15
H 0.98 5.44 -3.21
H 2.60 4.94 -2.68
H 1.48 5.80 -1.65
H -0.79 3.72 -3.17
H -0.80 4.61 -1.54
H -1.02 2.87 -1.66
H 0.26 3.84 0.62
N -3.40 0.03 3.50
C -3.09 -1.12 2.84
N -2.12 -1.88 3.43
O -3.59 -1.44 1.79
H -4.18 0.54 3.19
H -3.24 0.08 4.49
H -1.76 -2.65 2.93
H -1.74 -1.70 4.37
N 0.29 -2.90 7.47
C 0.35 -4.17 7.06
N 0.83 -4.21 5.78
O 0.05 -5.16 7.68
H -0.08 -2.17 6.87
H -0.23 -2.91 8.33
H 1.09 -3.33 5.37
H 0.51 -5.01 5.23
N -1.19 -5.22 -0.29
C -1.52 -4.14 0.49
N -2.62 -3.42 0.03
O -0.81 -3.76 1.42
H -1.47 -5.26 -1.23
H -0.36 -5.67 -0.04
H -2.94 -2.67 0.68
H -3.39 -3.84 -0.44
N 0.96 -0.09 3.86
C 0.63 -0.13 5.16
N 1.60 0.27 6.08
O -0.47 -0.43 5.56
H 0.38 -0.50 3.14
H 1.87 0.14 3.55
H 2.42 0.67 5.65
H 1.27 0.80 6.86
C 0.35 -1.17 -0.18
O 0.43 -1.41 1.20
H 0.09 -0.13 -0.33
H 1.25 -1.51 -0.71
H -0.51 -1.76 -0.62
H -0.01 -2.25 1.40
*
```



Entry 4:
Formula: C10H40O10
Source: the Open Molecules 2025 dataset
Level of theory: the ωB97M-V functional and the def2-TZVPD basis

HOMO level = -10.0 eV
LUMO energy = 0.001 Ha
electronic energy = -31487.18631 eV
ΔE to the lowest compared entry with this formula, charge and spin = 5.962 eV
gap between HOMO and LUMO = 10.05 eV
SMILES = CO.CO.CO.CO.CO.CO.CO.CO.CO.CO

Structure (ORCA input):
```
! wB97M-V def2-TZVPD RIJCOSX def2/J DEFGRID3
* xyz 0 1
C -2.16 1.40 5.46
O -2.19 0.29 6.32
H -1.41 2.07 5.89
H -2.02 1.02 4.44
H -3.09 1.96 5.48
H -2.73 -0.33 5.81
C -5.55 0.93 0.33
O -5.32 0.12 -0.79
H -5.47 0.30 1.21
H -4.83 1.75 0.34
H -6.53 1.41 0.27
H -4.38 0.04 -0.95
C 1.75 4.46 2.90
O 1.29 5.28 1.81
H 1.85 5.02 3.83
H 0.98 3.71 3.07
H 2.65 3.92 2.60
H 1.95 5.92 1.54
C -0.45 -1.37 -5.25
O 0.26 -2.23 -4.43
H -1.52 -1.54 -5.20
H -0.19 -0.32 -5.05
H -0.09 -1.61 -6.25
H 1.19 -1.98 -4.48
C 2.98 -1.71 4.51
O 3.05 -3.15 4.36
H 2.02 -1.22 4.69
H 3.68 -1.53 5.32
H 3.39 -1.24 3.61
H 3.51 -3.37 3.54
C -0.09 0.61 -0.08
O -0.97 -0.22 -0.74
H -0.63 1.48 0.30
H 0.43 0.15 0.76
H 0.59 0.96 -0.86
H -0.62 -0.51 -1.59
C -3.24 -5.35 -3.49
O -2.09 -5.09 -2.69
H -3.04 -5.46 -4.56
H -3.79 -6.21 -3.09
H -3.89 -4.54 -3.18
H -1.57 -4.45 -3.18
C 2.66 2.95 -5.77
O 1.48 2.97 -6.59
H 3.32 3.79 -5.96
H 2.43 2.69 -4.74
H 3.28 2.13 -6.15
H 0.93 3.70 -6.29
C -2.05 -3.05 2.69
O -3.16 -3.01 3.53
H -2.31 -3.34 1.67
H -1.36 -2.20 2.66
H -1.45 -3.83 3.14
H -3.83 -3.62 3.22
C 5.89 1.83 -0.32
O 6.28 1.63 -1.67
H 6.69 1.71 0.40
H 5.54 2.86 -0.22
H 5.10 1.10 -0.13
H 6.90 2.29 -2.00
*
```



Entry 5:
Formula: H5N3S
Source: the Open Molecules 2025 dataset
Level of theory: the ωB97M-V functional and the def2-TZVPD basis

HOMO level (spin up / spin down) = -8.2 / -7.5 eV
LUMO energy (spin up / spin down) = 0.026 / 0.027 Ha
electronic energy = -15381.75348 eV
ΔE to the lowest compared entry with this formula, charge and spin = 3.376 eV
gap between HOMO and LUMO (spin up / spin down) = 8.92 / 8.25 eV

Structure (ORCA input):
```
! wB97M-V def2-TZVPD RIJCOSX def2/J DEFGRID3
* xyz 0 1
N -0.09 -1.43 0.12
N 0.84 1.23 0.17
N -0.31 -0.30 -0.54
S -1.75 0.44 -0.11
H 0.78 -1.94 -0.32
H -0.68 -1.85 0.74
H 1.16 0.70 0.88
H 1.67 1.45 -0.38
H -1.62 1.71 -0.56
*
```



Entry 6:
Formula: C2H4N2OS
Source: the Open Molecules 2025 dataset
Level of theory: the ωB97M-V functional and the def2-TZVPD basis

HOMO level (spin up / spin down) = -4.7 / -10.2 eV
LUMO energy (spin up / spin down) = 0.035 / -0.057 Ha
electronic energy = -17994.57725 eV
ΔE to the lowest compared entry with this formula, charge and spin = 3.907 eV
gap between HOMO and LUMO (spin up / spin down) = 5.69 / 8.64 eV

Structure (ORCA input):
```
! wB97M-V def2-TZVPD RIJCOSX def2/J DEFGRID3
* xyz 0 3
C -0.63 1.25 -0.50
C 0.42 1.49 0.29
N 0.23 -0.90 -0.52
N -0.27 -1.91 0.25
O -0.85 0.00 -0.92
S 1.45 0.08 0.25
H -1.42 2.05 -0.83
H 0.88 2.43 0.65
H 0.29 -2.72 0.00
H -0.09 -1.77 1.33
*
```